46
Properties=species:S:1:pos:R:3:forces:R:3:nbo_charge:R:1 method="wB97M-V/def2-TZVPD" smiles=Cc1c(C)n([C@H](C)c2ccccc2)c2nc(-c3cnccn3)nc(N)c12 e_lumo_ev=0.243 relative_energy_kcal_mol=3.9 largest_force_ev_per_a=2.83 orbital_gap_ev=8.08 e_homo_ev=-7.84
C -2.110521 3.586977 -0.563622 -0.1 0.6 0.0 -0.64
C -1.247491 2.514457 0.032549 0.5 -1.5 -0.5 -0.06
C -0.202564 2.623316 0.914880 -0.9 -0.7 -0.6 0.18
C 0.331353 3.858841 1.516170 1.7 0.0 0.8 -0.66
N 0.359260 1.348421 1.141697 -0.6 -0.7 -0.6 -0.36
C 1.347028 0.938112 2.106561 -0.2 -0.5 0.9 -0.08
C 0.790237 1.181061 3.525043 0.4 -0.2 0.0 -0.61
C 2.710306 1.454177 1.723805 0.9 1.2 0.8 -0.04
C 3.513023 2.178921 2.631228 -0.1 -0.1 -0.3 -0.16
C 4.788500 2.654983 2.285688 -1.1 -0.6 0.6 -0.23
C 5.231434 2.355790 1.039548 1.0 0.0 -1.7 -0.22
C 4.441558 1.704808 0.079731 -0.1 -0.4 -1.0 -0.20
C 3.174590 1.242922 0.416004 0.5 0.7 0.7 -0.20
C -0.329455 0.424536 0.394760 0.7 -0.9 -0.8 0.40
N -0.049941 -0.890752 0.247319 -0.3 -0.7 0.2 -0.53
C -0.854222 -1.593708 -0.588009 -0.4 1.8 0.2 0.40
C -0.647096 -3.086880 -0.685083 0.5 -0.6 -0.2 0.11
C 0.414280 -3.622591 0.055789 0.1 -1.2 0.0 0.02
N 0.699100 -4.934768 0.067266 -0.1 0.1 -0.3 -0.38
C -0.032315 -5.736735 -0.721540 0.0 1.8 0.8 -0.01
C -1.051721 -5.213438 -1.479468 -0.4 0.4 -0.5 -0.01
N -1.378557 -3.908315 -1.469490 0.3 0.3 0.2 -0.35
N -1.846413 -1.024982 -1.304559 0.9 -0.9 0.4 -0.51
C -2.031065 0.288888 -1.179491 -0.6 -1.2 -0.5 0.44
N -3.034026 0.781731 -1.936444 -0.9 0.7 -0.5 -0.80
C -1.282019 1.073912 -0.350257 -0.2 2.5 1.2 -0.22
H -1.992677 3.622236 -1.669262 0.0 0.1 0.7 0.23
H -3.184589 3.403336 -0.366263 0.4 0.0 0.0 0.21
H -1.895232 4.596570 -0.134127 -0.1 -0.8 -0.4 0.22
H 1.453138 3.760852 1.560683 -1.0 0.2 0.2 0.24
H 0.170722 4.713209 0.868043 -0.4 0.1 0.1 0.23
H -0.034892 4.048745 2.547043 0.1 0.0 -0.6 0.22
H 1.482079 -0.148435 2.038101 -0.6 0.1 -0.4 0.25
H -0.255621 0.816698 3.643246 0.8 0.1 -0.3 0.23
H 0.820636 2.229868 3.762786 -0.2 0.6 0.1 0.20
H 1.429198 0.687683 4.260736 -0.1 -0.1 0.0 0.22
H 3.139622 2.397388 3.618369 -0.2 -0.1 0.2 0.20
H 5.446312 3.208101 2.952007 -0.4 -0.2 0.1 0.22
H 6.246207 2.661075 0.812728 0.0 0.0 -0.4 0.21
H 4.753877 1.533801 -0.992646 0.0 0.3 1.5 0.22
H 2.541010 0.791182 -0.326500 -0.1 -0.3 -0.1 0.22
H 1.052458 -3.009350 0.671124 -0.1 0.2 0.0 0.22
H 0.120457 -6.784906 -0.710971 0.5 -0.8 0.1 0.20
H -1.577355 -5.933238 -2.133179 -0.1 0.9 0.3 0.20
H -3.595544 1.507503 -1.491252 0.1 -0.5 -0.6 0.39
H -3.480929 0.040141 -2.468596 -0.3 0.5 0.3 0.41

---

47
Properties=species:S:1:pos:R:3:forces:R:3:nbo_charge:R:1 method="wB97M-V/def2-TZVPD" smiles=Cc1nc2c(N[C@H]3c4ccccc4C[C@@H]3O)cc(-n3cncn3)cn2c1C e_lumo_ev=0.670 relative_energy_kcal_mol=70.5 largest_force_ev_per_a=5.20 orbital_gap_ev=8.46 e_homo_ev=-7.79
C 0.192104 1.582388 -4.434609 -1.4 -0.8 -0.4 -0.63
C -0.120979 0.449248 -3.558963 -0.3 1.2 1.2 0.14
N 0.464688 0.539287 -2.336734 0.0 -2.0 1.7 -0.47
C -0.058901 -0.477674 -1.616341 1.3 1.2 -2.5 0.30
C 0.205348 -0.794365 -0.261931 0.6 2.1 0.4 0.19
N 1.105149 0.038880 0.371696 0.1 -0.5 1.6 -0.59
C 1.320860 0.216848 1.838752 -0.7 1.6 -1.4 -0.09
C 2.193643 1.426941 1.978362 1.1 3.1 0.2 -0.03
C 3.605071 1.660553 1.816092 -1.2 -5.0 -0.2 -0.20
C 4.196917 2.859954 1.889279 -0.9 2.2 0.8 -0.23
C 3.370705 4.013511 2.129395 2.2 -0.7 -0.1 -0.20
C 2.050054 3.780324 2.394877 -0.4 2.5 0.2 -0.17
C 1.442410 2.583086 2.331099 0.5 -3.8 -0.9 -0.03
C 0.029519 2.213358 2.638622 -0.6 0.3 -0.1 -0.47
C 0.103643 0.651707 2.706216 0.0 0.9 1.0 0.10
O 0.370232 0.356660 4.092051 1.1 0.3 0.3 -0.72
C -0.534481 -1.703110 0.376346 -1.8 -2.0 -1.1 -0.32
C -1.642578 -2.386253 -0.364962 2.8 1.9 -1.0 0.15
N -2.329167 -3.413283 0.266118 -0.6 0.5 -0.3 -0.20
C -2.988903 -4.473837 -0.232034 -0.4 -2.4 1.4 0.17
N -3.270786 -5.327756 0.786110 1.0 2.1 0.2 -0.47
C -2.747152 -4.634427 1.910452 -0.8 -0.3 -2.4 0.13
N -2.241056 -3.452978 1.595204 0.1 -1.6 1.1 -0.27
C -1.818509 -2.112066 -1.686893 1.0 0.6 -0.6 -0.08
N -0.908860 -1.224361 -2.408546 -2.4 -0.3 3.2 -0.29
C -1.112249 -0.484933 -3.557720 -0.4 -0.9 -1.5 0.09
C -2.300494 -0.682841 -4.473458 -0.9 -0.3 0.6 -0.65
H 1.175030 1.598694 -4.775140 1.8 0.0 -0.4 0.22
H -0.453817 1.614022 -5.258014 -0.8 -0.3 -1.7 0.20
H -0.058358 2.474906 -3.951341 0.1 1.5 1.1 0.22
H 1.536758 0.790376 -0.113279 0.0 0.2 -1.1 0.42
H 1.848238 -0.560202 2.276660 0.5 -2.2 0.8 0.21
H 4.265452 0.717279 1.698568 -1.1 1.6 0.0 0.21
H 5.264901 2.823016 1.930925 0.5 0.7 -0.4 0.22
H 3.850927 5.015198 2.169525 -0.7 -0.8 0.1 0.22
H 1.373460 4.568169 2.664192 0.1 0.8 0.1 0.20
H -0.717736 2.701511 1.988166 0.4 -0.6 -0.3 0.23
H -0.259521 2.608578 3.619352 0.1 -0.3 0.1 0.23
H -0.840709 0.151909 2.527576 0.0 -0.1 -0.4 0.21
H 1.086974 0.955686 4.446407 -1.1 -0.9 -0.8 0.47
H -0.174166 -2.038457 1.310500 -0.4 -0.3 1.1 0.24
H -3.206557 -4.743188 -1.289498 0.4 0.7 1.1 0.22
H -2.710517 -5.066217 2.901771 -0.2 0.3 -0.1 0.21
H -2.553190 -2.607319 -2.278325 -0.4 -0.1 -0.4 0.21
H -2.497961 0.189461 -5.137063 0.5 -0.6 0.5 0.24
H -3.243908 -0.792904 -3.843103 1.1 0.2 -0.6 0.22
H -2.261530 -1.605380 -5.076355 0.1 0.4 0.1 0.22

---

50
Properties=species:S:1:pos:R:3:forces:R:3:nbo_charge:R:1 method="wB97M-V/def2-TZVPD" smiles="CCn1cc2c(n1)N=C(NC(=O)Nc1ccc(C)cc1)N1N=C(c3ccco3)N[C@@H]21" e_lumo_ev=0.173 relative_energy_kcal_mol=53.7 largest_force_ev_per_a=3.20 orbital_gap_ev=7.92 e_homo_ev=-7.74
C 5.946718 1.220223 4.553370 1.3 -0.1 0.6 -0.62
C 6.172935 1.819065 3.158574 0.3 -0.6 0.5 -0.21
N 5.056137 1.423750 2.344225 -1.6 2.1 -1.2 -0.17
C 3.979213 2.276388 2.062550 1.3 -1.2 0.3 -0.04
C 3.144263 1.552180 1.307756 0.8 -1.8 -0.6 -0.21
C 3.766437 0.254957 1.125588 -0.7 1.4 0.2 0.28
N 4.928440 0.221609 1.736289 0.4 0.2 0.7 -0.25
N 3.189190 -0.792324 0.416973 -0.7 1.4 -0.2 -0.50
C 1.927889 -0.598580 0.132917 1.0 -0.4 1.6 0.60
N 1.362084 -1.726093 -0.425321 -0.2 1.8 0.3 -0.61
C 0.240286 -1.763891 -1.213046 -3.2 -0.5 -0.1 0.79
O -0.027778 -2.805965 -1.747474 0.3 -1.5 -1.4 -0.64
N -0.704486 -0.744135 -1.207142 1.9 1.1 0.9 -0.66
C -1.904073 -0.583207 -1.953537 0.9 -0.9 0.4 0.24
C -2.778583 0.402957 -1.521113 -0.7 0.2 -0.5 -0.27
C -3.953587 0.653120 -2.226807 -0.2 -0.2 -0.3 -0.19
C -4.284070 -0.108354 -3.339334 0.5 -1.5 -0.2 -0.05
C -5.551845 0.133992 -4.091042 -0.2 -0.3 -0.7 -0.63
C -3.444363 -1.189184 -3.694533 0.4 1.8 1.2 -0.19
C -2.238423 -1.397779 -3.037003 -0.8 0.2 0.0 -0.25
N 1.151276 0.567923 0.477526 1.6 -0.9 -1.3 -0.32
N -0.044619 0.491176 1.188405 -1.2 0.0 1.2 -0.33
C -0.159840 1.582087 1.883945 1.7 0.9 -0.8 0.38
C -1.259073 1.971288 2.783628 -1.5 -1.4 1.1 0.19
C -2.231942 1.103940 3.250367 0.5 1.3 -0.4 -0.23
C -3.119301 1.855371 4.076483 0.7 1.0 -0.3 -0.31
C -2.626047 3.157526 4.093197 -0.6 -3.1 0.0 0.11
O -1.469214 3.228242 3.356317 -0.1 -0.2 -0.5 -0.40
N 0.919353 2.425925 1.648078 -1.3 0.3 -0.2 -0.60
C 1.856648 1.850988 0.703210 -0.7 -0.8 1.2 0.13
H 5.758793 0.133106 4.478893 0.4 0.5 0.1 0.23
H 6.823113 1.454419 5.223004 -0.8 -0.5 -0.6 0.21
H 5.068675 1.636572 5.042493 -0.1 0.3 -0.2 0.21
H 7.096026 1.501128 2.651992 -0.2 -0.2 0.4 0.22
H 6.251528 2.912354 3.222202 -0.4 -0.2 -0.2 0.20
H 3.835303 3.305383 2.341841 0.6 0.1 0.5 0.22
H 2.023239 -2.503110 -0.529858 -0.6 0.5 0.0 0.45
H -0.474939 -0.026103 -0.502620 -1.0 -0.5 -1.0 0.42
H -2.572298 0.955623 -0.627716 0.3 0.3 0.3 0.21
H -4.700147 1.407607 -1.960392 0.6 0.0 0.3 0.21
H -5.617985 -0.488719 -5.009739 0.1 0.2 0.7 0.21
H -5.540237 1.162658 -4.443536 -0.4 0.2 0.1 0.22
H -6.437231 -0.083257 -3.470787 0.2 0.3 -0.3 0.22
H -3.666101 -1.818559 -4.508138 -0.5 -0.6 -0.9 0.20
H -1.650663 -2.229100 -3.361160 0.5 -0.1 0.2 0.24
H -2.312422 0.075077 2.975034 0.0 -0.4 -0.1 0.25
H -4.006420 1.459941 4.579093 0.5 0.4 -0.2 0.24
H -3.089498 3.907590 4.716032 0.9 0.8 -0.5 0.22
H 1.188939 3.101820 2.316197 0.3 0.6 0.5 0.41
H 1.975855 2.444459 -0.184774 -0.4 0.3 -0.7 0.19

---

48
Properties=species:S:1:pos:R:3:forces:R:3:nbo_charge:R:1 method="wB97M-V/def2-TZVPD" charge=+1 e_lumo_ev="-2.648 / -5.517" relative_energy_kcal_mol=33.7 largest_force_ev_per_a=4.55 multiplicity=5 orbital_gap_ev="8.36 / 5.83" s_squared=6.02 e_homo_ev="-11.01 / -11.35"
Rh -0.984983 0.521557 -0.270639 -1.0 0.3 -1.1 0.94
C 4.078647 -1.344375 5.221488 0.6 -2.9 0.1 -0.27
O 2.857860 -0.906639 4.658510 -0.3 0.4 -0.1 -0.47
C 2.747076 -0.472785 3.378401 -1.0 -0.5 0.5 0.41
C 3.800347 -0.497106 2.446937 1.5 -0.4 3.3 -0.36
C 3.528842 -0.311828 1.177528 0.8 1.3 -4.3 -0.05
C 2.258259 -0.032291 0.599087 -2.5 -0.7 1.1 -0.35
C 1.895676 -0.086734 -0.799951 1.9 -0.9 -0.4 0.60
C 3.008186 -0.349090 -1.796669 -1.0 -0.9 -0.5 -0.70
O 0.763699 -0.018725 -1.315976 -0.5 0.2 0.3 -0.67
C 1.181320 -0.040009 1.572394 0.1 1.3 1.4 0.42
O -0.116327 0.107787 1.408326 0.4 -0.5 -0.1 -0.73
C 1.463589 -0.108646 2.950191 2.3 -1.3 -0.2 -0.33
H 3.944259 -1.966165 6.154402 -0.7 1.2 -0.8 0.22
H 4.763081 -0.572535 5.417101 0.7 1.4 0.3 0.19
H 4.639300 -2.108738 4.627228 -0.6 0.7 -0.4 0.18
H 4.837003 -0.629639 2.834015 -0.9 0.0 -0.7 0.24
H 4.391916 -0.234864 0.494279 -0.5 -0.3 0.3 0.21
H 3.750547 -1.020260 -1.372331 0.2 0.2 -0.1 0.23
H 3.403049 0.620456 -2.036669 0.6 0.4 -0.3 0.25
H 2.589064 -0.826189 -2.729772 0.4 0.7 1.0 0.25
H 0.679644 -0.205007 3.651658 -0.8 0.2 0.5 0.24
Te -2.315598 2.691483 -1.413661 0.6 0.0 0.2 0.50
C -0.692996 3.818797 -0.870540 0.9 1.0 0.2 -0.60
C -0.305598 5.112261 -1.273891 0.9 -2.2 2.4 -0.20
C 0.826216 5.597422 -0.591993 -1.8 -2.7 -0.2 -0.24
C 1.329298 4.666941 0.285006 2.7 2.3 0.4 -0.42
S 0.464054 3.299051 0.331359 -1.5 -2.3 -0.1 0.54
H -0.844229 5.665595 -1.928358 -1.5 1.6 -2.0 0.23
H 1.120377 6.553872 -0.741499 1.4 2.6 -0.3 0.23
H 2.291626 4.796778 0.850154 -1.3 -0.3 -0.4 0.27
C -2.302093 -2.734040 0.554805 -0.2 0.4 0.9 -0.82
S -2.763058 -1.109005 -0.123632 -0.7 0.4 -0.2 1.26
O -3.768439 -0.389955 0.754315 1.1 -1.5 -1.2 -0.91
C -3.507392 -1.522790 -1.733446 2.7 1.1 0.5 -0.25
C -2.811466 -1.274267 -2.898198 1.7 0.4 0.2 -0.21
C -3.408571 -1.447244 -4.136861 1.3 0.4 2.0 -0.19
C -4.628176 -1.983449 -4.173620 -3.1 -0.9 0.2 -0.18
C -5.359838 -2.145539 -2.971831 -0.4 -0.4 -0.7 -0.18
C -4.799201 -1.847412 -1.742126 -2.1 0.1 0.4 -0.23
H -3.159207 -3.436966 0.632171 0.6 0.6 -0.2 0.26
H -2.003021 -2.381438 1.543911 -0.2 -0.3 0.3 0.26
H -1.375021 -3.166822 0.148656 -0.6 0.3 -0.5 0.26
H -1.766496 -0.917017 -2.850062 -0.6 -0.1 0.0 0.22
H -2.953146 -1.045578 -4.969176 1.1 0.3 -1.9 0.22
H -5.090347 -2.196506 -5.145515 0.0 0.1 0.6 0.23
H -6.384458 -2.488059 -3.030989 0.0 0.1 0.0 0.23
H -5.273277 -1.634279 -0.774529 -0.7 -0.9 -0.6 0.25

---

49
Properties=species:S:1:pos:R:3:forces:R:3:lowdin_spin:R:1 method="wB97M-V/def2-TZVPD" charge=+2 e_lumo_ev="-7.152 / -8.885" relative_energy_kcal_mol=0.0 largest_force_ev_per_a=4.14 multiplicity=4 orbital_gap_ev="7.13 / 5.49" s_squared=3.80 e_homo_ev="-14.28 / -14.38"
H -0.233933 2.840069 0.877285 0.1 0.1 -0.1 0.00
N 0.275834 1.657890 -0.818575 0.0 0.8 -0.7 0.01
B 0.679395 0.758135 -3.131802 0.4 0.5 -0.4 0.00
N 0.627268 1.965845 -2.142964 -0.7 -0.2 1.7 0.00
C 0.587990 3.297689 -2.275457 -0.1 -0.5 0.1 0.03
Re -0.410702 -0.228283 -0.402555 0.2 2.2 3.5 1.89
H 0.765893 3.734430 -3.244926 0.1 0.1 0.0 0.00
C 0.248228 3.896808 -1.057826 0.0 -0.5 0.2 0.01
H 0.130135 4.949156 -0.860030 0.1 0.0 0.0 0.00
C 0.062255 2.849894 -0.160468 0.3 -0.6 -1.4 0.02
H 1.122829 1.100302 -4.204798 -0.2 -0.2 0.4 0.00
C -1.619073 -2.356674 0.618518 -0.1 0.1 0.2 0.02
H -1.819458 -1.658849 1.444698 0.0 -0.5 -0.5 0.00
H -0.856737 -3.082776 0.918281 -0.1 0.2 -0.2 0.01
H -2.543785 -2.871087 0.318769 0.4 0.2 0.0 0.00
N -0.760497 0.197126 -3.268733 -1.3 -0.2 0.8 0.02
N 1.574518 -0.361562 -2.514690 -0.2 -1.1 1.5 0.02
N -1.473168 -0.172569 -2.111711 -0.2 -0.6 -2.9 0.07
N 1.265668 -0.914391 -1.235454 1.3 -0.5 -2.2 0.05
C -1.546874 0.003219 -4.333231 0.2 0.0 1.0 0.03
C 2.536426 -1.105703 -3.069122 -0.5 0.2 0.6 0.04
H -1.197162 0.266986 -5.308976 0.1 0.0 -0.3 0.00
H 2.880937 -0.856744 -4.059969 0.2 -0.1 0.0 0.00
C -2.763109 -0.527164 -3.912458 -0.2 -0.1 0.5 0.01
C 2.904275 -2.132900 -2.197636 -0.3 0.0 0.6 0.01
C -2.697078 -0.653293 -2.532643 1.7 0.9 -0.3 0.02
C 2.110287 -2.000606 -1.057510 -0.7 1.4 -1.1 0.03
H -3.594460 -0.783730 -4.528192 -0.3 -0.1 -0.3 0.00
H 3.645363 -2.890119 -2.374134 0.1 0.0 0.0 0.00
H -3.393565 -1.021689 -1.796595 -0.1 0.0 -0.2 0.00
H 2.069393 -2.555728 -0.127339 0.1 0.0 -0.3 0.00
H -1.306875 -1.884061 -0.385702 -0.3 -0.9 0.3 0.01
C 2.054167 -0.881522 4.690727 0.0 -0.1 -0.2 0.00
C 2.455253 -1.030090 3.351493 -0.3 0.3 -0.1 0.05
C 1.636306 -0.550397 2.329460 0.0 -0.1 -0.2 0.04
C 0.372829 0.006043 2.596662 -0.8 0.2 0.9 0.05
C -0.582446 0.391563 1.566862 1.0 -0.4 -0.4 0.12
C -1.810285 0.991061 1.936237 0.2 -0.3 0.6 0.12
C -2.201611 1.063234 3.287952 -0.2 0.3 -0.8 0.03
C -1.323429 0.669141 4.283163 0.3 -0.2 0.2 0.17
C -0.035840 0.155211 3.976075 0.5 -0.3 -0.8 0.00
C 0.839205 -0.292500 4.990376 -0.2 0.1 0.2 0.07
H 2.695220 -1.253867 5.487530 -0.2 0.1 -0.2 0.00
H 3.402685 -1.513291 3.105369 -0.3 0.2 0.1 0.00
H 1.966164 -0.592790 1.286435 0.0 0.0 0.4 0.01
H -2.454930 1.380669 1.147659 -0.2 -0.1 0.3 0.01
H -3.192404 1.450722 3.535327 0.4 -0.1 0.0 0.00
H -1.597335 0.736875 5.340393 0.0 0.0 -0.4 0.01
H 0.506239 -0.189686 6.024236 0.2 0.0 -0.2 0.00